<one>
Formula: C5H6PS
Source: OMol25
Level of theory: wB97M-V/def2-TZVPD

Summary:
2S+1 = 1
LUMO level = 3.8 eV
Charge = -1

XYZ file:
```
13
Properties=species:S:1:pos:R:3:mulliken_charge:R:1
H 0.65 -1.40 -0.69 0.32
H 1.66 0.68 -0.32 0.19
H -2.31 0.13 1.32 0.31
C 0.83 1.03 0.30 -0.47
C -1.36 0.60 1.12 -1.13
H -0.80 -0.82 -1.48 0.24
C 0.93 2.17 0.99 -0.46
C -0.36 -1.05 -0.51 -1.25
H -0.94 -1.85 -0.06 0.34
C -0.36 0.19 0.36 1.23
P -0.46 2.74 2.03 -0.10
S -1.18 4.25 0.98 -0.58
H 1.82 2.79 0.94 0.36
```

<two>
Formula: C5H6PS
Source: OMol25
Level of theory: wB97M-V/def2-TZVPD

Summary:
2S+1 = 1
LUMO level = 3.7 eV
Charge = -1
SMILES string = CC1=CC=P([S-])=C1

XYZ file:
```
13
Properties=species:S:1:pos:R:3:mulliken_charge:R:1
H -1.14 1.32 -0.98 0.19
C 0.73 -1.00 2.12 -0.39
C -1.20 -1.25 0.34 -0.69
H -1.79 -1.67 -0.40 0.43
H 1.58 -0.87 2.83 0.32
C -0.23 -0.34 0.09 0.82
H 0.71 1.16 -1.05 0.32
S -1.82 -2.19 3.60 -0.63
C -0.21 0.54 -1.05 -1.20
C 0.73 -0.15 1.08 -0.72
H 1.32 0.63 0.93 0.38
H -0.34 -0.05 -1.93 0.33
P -0.62 -2.28 2.00 -0.15
```

Which of them is least stable? Easy: <one>.

<one>
Formula: C3H7NO3S
Source: OMol25
Level of theory: wB97M-V/def2-TZVPD

Summary:
2S+1 = 1
LUMO level = 0.6 eV
SMILES string = C=C[C@@H](N)S(=O)(=O)O

XYZ file:
```
15
Properties=species:S:1:pos:R:3:mulliken_charge:R:1
S 1.40 0.16 -0.27 1.20
O 1.48 1.60 -0.22 -0.56
H -1.25 1.75 1.44 0.25
O 2.15 -0.58 1.10 -0.56
N -0.64 -1.70 -0.57 -0.55
C -0.31 -0.45 0.08 0.05
H -0.34 -1.90 -1.53 0.22
H -0.26 -0.71 1.10 0.46
H -2.01 2.53 -0.05 0.24
C -1.60 1.62 0.41 -0.60
O 2.04 -0.48 -1.39 -0.60
H -1.57 0.54 -1.32 0.41
C -1.25 0.64 -0.38 -0.49
H -0.77 -2.56 -0.01 0.21
H 2.92 -0.48 1.60 0.31
```

<two>
Formula: C3H7NO3S
Source: OMol25
Level of theory: wB97M-V/def2-TZVPD

Summary:
2S+1 = 1
LUMO level = 0.7 eV
SMILES string = CS(=O)(=O)O[C@H]1CN1

XYZ file:
```
15
Properties=species:S:1:pos:R:3:mulliken_charge:R:1
C -0.41 -0.08 1.43 0.08
N 0.66 -0.94 0.98 -0.40
H -0.44 0.33 -2.50 0.34
O 1.35 1.67 0.03 -0.61
H -1.27 -1.88 0.44 0.23
H 0.52 -0.64 -1.14 0.33
H 1.20 0.45 -2.60 0.33
H 1.47 -0.87 1.48 0.14
O -0.54 2.60 -1.37 -0.62
H -0.59 0.49 2.33 0.36
S 0.12 1.49 -0.73 1.20
O -1.00 0.86 0.25 -0.40
C 0.39 0.15 -1.97 -0.88
C -0.68 -1.53 1.25 -0.39
H -0.80 -2.11 2.12 0.29
```

Which of them is least stable? Easy: <two>.

<one>
Formula: C3H3F2N
Source: OMol25
Level of theory: wB97M-V/def2-TZVPD

Summary:
2S+1 = 1
LUMO level = 1.0 eV
SMILES string = C=C(F)F.C#N

XYZ file:
```
9
Properties=species:S:1:pos:R:3:mulliken_charge:R:1
F -1.73 0.09 -1.15 -0.23
C -0.85 0.77 1.01 -0.47
H 1.52 -1.06 -1.80 0.26
H -1.30 1.73 0.86 0.29
C 1.86 -0.43 -0.94 0.11
N 2.07 -0.18 0.15 -0.35
C -1.00 -0.09 0.02 0.37
H -0.16 0.49 1.87 0.25
F -0.39 -1.31 -0.02 -0.21
```

<two>
Formula: C3H3F2N
Source: OMol25
Level of theory: wB97M-V/def2-TZVPD

Summary:
2S+1 = 1
LUMO level = 0.4 eV

XYZ file:
```
9
Properties=species:S:1:pos:R:3:mulliken_charge:R:1
C 0.39 0.38 0.23 1.13
C -0.55 0.81 1.22 -0.07
H -0.28 0.29 -1.98 0.27
H 0.65 -1.62 -1.19 0.28
F 1.44 -0.26 0.88 -0.27
C -0.13 -0.62 -0.80 -1.01
F 1.09 1.38 -0.25 -0.26
N -1.38 0.79 2.12 -0.37
H -1.24 -1.15 -0.23 0.30
```

Which of them is least stable? Easy: <two>.

<one>
Formula: C3H7NOP2
Source: OMol25
Level of theory: wB97M-V/def2-TZVPD

Summary:
2S+1 = 1
LUMO level = 0.3 eV
SMILES string = C=CCO/P=N\P

XYZ file:
```
14
Properties=species:S:1:pos:R:3:mulliken_charge:R:1
P -1.66 -0.47 -1.38 0.05
C 1.09 -0.37 -0.71 -0.36
N -2.81 0.50 -1.05 -0.11
P -3.28 2.00 -0.42 -0.02
H 2.82 -1.18 2.15 0.29
O -0.24 0.16 -0.78 -0.25
H 1.18 -1.14 -1.44 0.30
H 3.14 -0.06 0.74 0.22
C 1.35 -1.00 0.67 0.01
H -2.16 2.08 0.51 0.03
H 1.94 0.42 -0.84 0.21
C 2.39 -0.63 1.32 -0.74
H -4.20 1.18 0.27 0.07
H 0.42 -1.48 0.95 0.29
```

<two>
Formula: C3H7NOP2
Source: OMol25
Level of theory: wB97M-V/def2-TZVPD

Summary:
2S+1 = 1
LUMO level = 0.5 eV

XYZ file:
```
14
Properties=species:S:1:pos:R:3:mulliken_charge:R:1
H 1.90 -1.68 -1.23 0.31
H -2.79 -1.60 0.83 0.04
H 0.50 -1.39 0.14 0.15
P -0.92 1.22 -0.41 0.18
C 1.11 1.11 0.71 -1.10
H 0.89 0.31 1.52 0.28
P -3.21 -0.69 -0.15 -0.08
O 0.84 0.11 -1.50 -0.40
C 1.23 -0.98 -0.75 -0.35
H 1.46 2.13 0.97 0.37
H 2.86 0.76 -0.72 0.30
C 1.78 0.42 -0.50 0.31
N -1.84 0.25 0.29 -0.07
H -3.83 0.04 0.81 0.05
```

Which of them is least stable? Easy: <two>.

<one>
Formula: CN2O3S
Source: OMol25
Level of theory: wB97M-V/def2-TZVPD

Summary:
2S+1 = 1
LUMO level (spin up / spin down) = -0.6 / -2.8 eV

XYZ file:
```
7
Properties=species:S:1:pos:R:3:mulliken_charge:R:1
O 0.74 -1.98 0.89 -0.45
S 0.23 1.54 -0.66 0.25
N -0.87 1.34 -3.21 -0.26
N 0.31 -1.36 1.75 0.96
O 0.17 -1.29 2.88 -0.47
O -0.09 0.54 0.47 -0.34
C -0.50 1.20 -2.13 0.32
```

<two>
Formula: CN2O3S
Source: OMol25
Level of theory: wB97M-V/def2-TZVPD

Summary:
2S+1 = 1
LUMO level = -0.5 eV

XYZ file:
```
7
Properties=species:S:1:pos:R:3:mulliken_charge:R:1
O -1.15 0.28 1.20 -0.47
N -1.45 0.04 0.09 1.15
C 1.89 0.20 -0.04 0.37
S 0.94 -1.18 0.18 0.08
N 2.52 1.15 -0.19 -0.31
O -2.37 0.25 -0.58 -0.49
O -0.38 -0.74 -0.67 -0.34
```

Which of them is least stable? Easy: <one>.

<one>
Formula: C6H14N2O2Sn
Source: OMol25
Level of theory: wB97M-V/def2-TZVPD

Summary:
2S+1 = 1
LUMO level = -10.6 eV
Charge = +2

XYZ file:
```
25
Properties=species:S:1:pos:R:3:mulliken_charge:R:1
H -1.12 0.95 3.63 0.28
H 2.23 1.04 -4.13 0.39
H -0.24 -1.89 3.88 0.29
C -0.79 -1.07 -2.17 -0.86
H -1.15 -0.89 -1.16 0.22
Sn 1.45 -2.70 0.19 1.59
N 0.10 -0.07 -2.75 -0.10
C -1.43 1.15 1.09 -0.86
H -2.28 0.83 0.49 0.30
H -1.77 1.91 1.79 0.32
O 1.81 -0.36 -1.29 -0.56
H -0.21 0.51 -3.51 0.26
N -0.68 0.17 3.15 -0.18
H -1.68 -1.02 -2.79 0.36
H 0.91 -0.52 4.22 0.36
H -0.36 -2.07 -2.32 0.25
C 2.07 1.26 -3.08 -1.18
C -0.13 -0.82 4.07 -0.94
H 1.47 2.16 -2.96 0.37
C -0.79 0.01 1.85 0.68
C 1.34 0.16 -2.32 0.72
H -0.69 1.56 0.40 0.21
O -0.45 -1.02 1.21 -0.56
H 3.00 1.39 -2.54 0.33
H -0.60 -0.67 5.04 0.32
```

<two>
Formula: C6H14N2O2Sn
Source: OMol25
Level of theory: wB97M-V/def2-TZVPD

Summary:
2S+1 = 1
LUMO level = -11.2 eV
Charge = +2

XYZ file:
```
25
Properties=species:S:1:pos:R:3:mulliken_charge:R:1
H -24.38 -20.51 23.26 0.29
H -24.15 -19.56 29.95 0.27
O -22.35 -20.82 24.94 -0.56
O -24.45 -20.09 26.82 -0.59
H -25.63 -18.60 30.18 0.32
H -19.74 -20.85 24.68 0.27
H -23.41 -20.01 21.88 0.41
H -24.72 -17.90 25.24 0.24
H -23.72 -16.93 26.28 0.39
H -19.29 -21.08 23.00 0.35
C -25.03 -19.16 29.46 -0.78
H -24.71 -17.38 28.29 0.27
H -18.99 -19.56 23.81 0.31
C -22.22 -20.30 23.82 0.62
C -19.72 -20.36 23.71 -0.84
C -23.48 -19.97 22.96 -1.01
Sn -23.35 -22.88 26.78 1.70
N -24.65 -18.39 28.24 -0.17
H -23.82 -18.95 23.16 0.28
N -21.04 -20.09 23.21 -0.18
H -25.60 -20.02 29.10 0.26
H -22.97 -18.29 25.51 0.05
C -23.90 -17.95 25.96 -0.68
H -21.08 -19.77 22.25 0.24
C -24.36 -18.90 27.06 0.55
```

Which of them is least stable? Easy: <two>.